# 1
Formula: C45H64IN6O8
Source: the Open Molecules 2025 dataset
Level of theory: ωB97M-V/def2-TZVPD

CARTESIAN COORDINATES (ANGSTROEM)
C (-0.645, 5.595, 0.404)
C (-0.203, 5.647, 1.854)
C (0.540, 4.371, 2.319)
C (-0.121, 3.716, 3.525)
C (0.696, 2.493, 3.997)
C (1.186, 2.671, 5.444)
C (2.330, 1.741, 5.834)
C (2.006, 0.245, 5.923)
C (3.160, -0.601, 5.359)
C (3.205, -0.479, 3.826)
C (4.522, 0.016, 3.186)
C (4.265, 1.129, 2.165)
C (3.412, 0.680, 0.933)
N (3.259, -0.796, 0.839)
C (2.084, -1.322, 0.347)
N (0.976, -1.022, 0.982)
C (-0.347, -1.539, 0.637)
C (-1.257, -1.507, 1.902)
N (-1.850, -0.180, 2.049)
N (-0.464, -1.941, 3.061)
N (-2.263, -2.530, 1.674)
N (2.184, -2.210, -0.724)
I (1.452, -1.499, -2.485)
C (1.915, -3.644, -0.428)
C (3.007, -4.560, -0.939)
C (4.321, -4.610, -0.137)
C (4.786, -6.084, -0.103)
C (4.215, -4.150, 1.323)
H (-1.198, 6.495, 0.155)
H (0.213, 5.540, -0.262)
H (-1.280, 4.738, 0.197)
H (-1.075, 5.783, 2.488)
H (0.459, 6.492, 2.013)
H (1.553, 4.636, 2.616)
H (0.616, 3.687, 1.474)
H (-0.162, 4.450, 4.324)
H (-1.145, 3.439, 3.289)
H (0.103, 1.582, 3.925)
H (1.586, 2.425, 3.380)
H (1.530, 3.696, 5.534)
H (0.330, 2.524, 6.100)
H (2.639, 2.045, 6.831)
H (3.156, 1.924, 5.151)
H (1.819, -0.050, 6.951)
H (1.104, 0.021, 5.355)
H (2.908, -1.634, 5.581)
H (4.092, -0.330, 5.838)
H (3.004, -1.468, 3.424)
H (2.394, 0.152, 3.464)
H (5.089, -0.787, 2.725)
H (5.164, 0.415, 3.969)
H (3.739, 1.917, 2.693)
H (5.179, 1.592, 1.806)
H (3.903, 1.029, 0.031)
H (2.461, 1.200, 0.994)
H (3.995, -1.128, 0.225)
H (1.061, -0.401, 1.776)
H (-0.314, -2.570, 0.329)
H (-0.799, -0.877, -0.094)
H (-1.158, 0.460, 2.432)
H (-2.606, -0.264, 2.720)
H (-0.843, -2.773, 3.487)
H (-0.378, -1.209, 3.753)
H (-2.780, -2.721, 2.523)
H (-2.907, -2.255, 0.942)
H (1.714, -3.756, 0.632)
H (0.987, -3.934, -0.920)
H (2.579, -5.549, -1.057)
H (3.241, -4.211, -1.944)
H (5.125, -4.057, -0.612)
H (4.202, -6.594, 0.658)
H (4.549, -6.564, -1.047)
H (5.836, -6.175, 0.145)
H (5.025, -4.614, 1.878)
H (4.347, -3.078, 1.434)
H (3.306, -4.492, 1.804)
C (4.846, -10.685, 2.519)
C (5.323, -11.873, 2.157)
C (6.523, -11.989, 1.289)
O (6.957, -13.068, 0.957)
C (7.170, -10.728, 0.843)
C (6.692, -9.541, 1.206)
C (5.493, -9.427, 2.073)
O (5.057, -8.344, 2.404)
H (3.974, -10.578, 3.151)
H (4.867, -12.803, 2.472)
H (8.043, -10.834, 0.213)
H (7.148, -8.611, 0.892)
C (-3.666, 5.033, -4.383)
C (-4.048, 3.792, -4.092)
C (-4.183, 3.351, -2.684)
O (-4.526, 2.215, -2.414)
C (-3.881, 4.332, -1.613)
C (-3.499, 5.571, -1.906)
C (-3.363, 6.019, -3.318)
O (-3.019, 7.150, -3.585)
H (-3.560, 5.381, -5.403)
H (-4.281, 3.055, -4.856)
H (-3.988, 3.983, -0.593)
H (-3.273, 6.307, -1.147)
C (-6.233, -0.438, -6.662)
C (-6.612, -1.680, -6.373)
C (-6.752, -2.135, -4.966)
O (-7.092, -3.267, -4.703)
C (-6.455, -1.150, -3.896)
C (-6.075, 0.093, -4.182)
C (-5.936, 0.542, -5.589)
O (-5.589, 1.676, -5.854)
H (-6.124, -0.086, -7.680)
H (-6.834, -2.412, -7.139)
H (-6.566, -1.502, -2.878)
H (-5.846, 0.829, -3.417)
C (-8.006, 7.943, -7.207)
C (-7.239, 8.537, -8.117)
C (-5.791, 8.762, -7.876)
O (-5.091, 9.302, -8.703)
C (-5.232, 8.298, -6.580)
C (-6.001, 7.705, -5.672)
C (-7.447, 7.479, -5.913)
O (-8.144, 6.935, -5.083)
H (-9.063, 7.769, -7.363)
H (-7.626, 8.881, -9.068)
H (-4.175, 8.471, -6.421)
H (-5.612, 7.363, -4.722)

As for the charge: +1. The HOMO energy comes out at -11.25 eV. Its total energy is -2980.8627 Ha. Its LUMO energy is -3.804 eV. As for the orbital gap: 0.2737 hartree.


# 2
Formula: C54H44BrCdN2OP2S
Source: the Open Molecules 2025 dataset
Level of theory: ωB97M-V/def2-TZVPD

CARTESIAN COORDINATES (ANGSTROEM)
Cd (0.285, 0.419, -0.280)
O (-2.516, -3.684, 0.532)
S (-1.279, -2.975, 0.215)
C (-0.940, -3.425, -1.525)
C (-0.605, -4.683, -1.984)
C (-0.499, -4.909, -3.349)
C (-0.718, -3.877, -4.246)
C (-1.049, -2.613, -3.791)
C (-1.186, -2.388, -2.425)
P (-1.565, -0.755, -1.708)
C (-1.922, 0.265, -3.176)
C (-0.812, 0.722, -3.891)
C (-0.978, 1.629, -4.919)
C (-2.246, 2.101, -5.228)
C (-3.351, 1.625, -4.542)
C (-3.197, 0.706, -3.516)
C (-3.165, -0.941, -0.869)
C (-3.377, -0.192, 0.285)
C (-4.611, -0.226, 0.907)
C (-5.619, -1.028, 0.397)
C (-5.384, -1.826, -0.711)
C (-4.160, -1.788, -1.351)
C (0.049, -3.935, 0.994)
C (-0.054, -5.309, 1.108)
C (1.003, -6.032, 1.633)
C (2.144, -5.367, 2.056)
C (2.208, -3.984, 2.024)
C (1.141, -3.244, 1.518)
P (1.120, -1.410, 1.547)
C (-0.272, -1.010, 2.669)
C (-0.354, 0.320, 3.091)
C (-1.436, 0.737, 3.845)
C (-2.460, -0.149, 4.148)
C (-2.372, -1.470, 3.747)
C (-1.272, -1.905, 3.029)
C (2.543, -1.088, 2.647)
C (3.740, -0.602, 2.132)
C (4.838, -0.445, 2.961)
C (4.746, -0.777, 4.301)
C (3.551, -1.252, 4.821)
C (2.450, -1.402, 4.001)
H (-0.423, -5.488, -1.292)
H (-0.243, -5.895, -3.711)
H (-0.638, -4.053, -5.307)
H (-1.197, -1.805, -4.494)
H (0.179, 0.359, -3.630)
H (-0.120, 1.987, -5.467)
H (-2.371, 2.847, -5.997)
H (-4.336, 1.989, -4.790)
H (-4.057, 0.350, -2.966)
H (-2.578, 0.427, 0.688)
H (-4.787, 0.373, 1.787)
H (-6.593, -1.030, 0.859)
H (-6.163, -2.475, -1.079)
H (-3.966, -2.407, -2.217)
H (-0.970, -5.795, 0.806)
H (0.945, -7.107, 1.701)
H (2.983, -5.928, 2.436)
H (3.089, -3.480, 2.395)
H (0.443, 1.020, 2.853)
H (-1.490, 1.755, 4.200)
H (-3.321, 0.183, 4.708)
H (-3.154, -2.174, 3.987)
H (-1.204, -2.947, 2.761)
H (3.816, -0.368, 1.077)
H (5.767, -0.068, 2.561)
H (5.609, -0.678, 4.941)
H (3.484, -1.509, 5.867)
H (1.519, -1.783, 4.396)
C (4.381, 3.794, -2.234)
C (3.976, 2.369, -2.096)
C (4.921, 1.345, -2.021)
C (4.501, 0.031, -1.897)
C (3.138, -0.193, -1.825)
Br (2.459, -1.980, -1.690)
N (2.216, 0.755, -1.869)
C (2.634, 2.012, -2.015)
H (4.899, 3.963, -3.177)
H (5.070, 4.057, -1.436)
H (3.512, 4.443, -2.179)
H (5.976, 1.571, -2.063)
H (5.200, -0.790, -1.860)
H (1.855, 2.761, -2.081)
C (3.140, 4.950, 1.112)
C (3.314, 3.578, 1.199)
C (2.255, 2.721, 0.964)
C (0.976, 3.214, 0.655)
C (0.819, 4.611, 0.583)
C (1.885, 5.454, 0.798)
N (-0.048, 2.354, 0.370)
C (-1.362, 2.831, 0.367)
C (-2.146, 2.703, -0.782)
C (-3.459, 3.136, -0.802)
C (-4.016, 3.710, 0.329)
C (-3.251, 3.839, 1.478)
C (-1.937, 3.416, 1.501)
H (3.965, 5.621, 1.293)
H (4.283, 3.170, 1.459)
H (2.401, 1.640, 1.034)
H (-0.153, 5.013, 0.336)
H (1.737, 6.520, 0.712)
H (-1.692, 2.296, -1.679)
H (-4.037, 3.052, -1.712)
H (-5.034, 4.069, 0.316)
H (-3.687, 4.292, 2.356)
H (-1.333, 3.543, 2.388)

As for the charge: +1. The HOMO energy comes out at -9.14 eV. Its total energy is -6091.3994 Ha. Its LUMO energy is -2.427 eV. As for the orbital gap: 0.2465 hartree.


Question: Number 1 is which compound?
Answer: C45H64IN6O8